329
Properties=species:S:1:pos:R:3:lowdin_charge:R:1 method="wB97M-V/def2-TZVPD" e_tot_ha=-5412.61354 fmax_ev_per_a=3.66 relative_energy_kcal_mol=64.1 mol_weight_da=1724.8 charge=0 gap_ev=8.14
C 10.48187 4.05068 3.49787 -0.05
C 9.32814 3.67986 2.58963 -0.53
C 9.91330 3.48472 1.18007 -0.12
C 8.86590 2.85146 0.23582 -0.16
C 8.44568 1.48304 0.75719 -0.15
C 7.88230 1.57932 2.15676 -0.45
N 8.77946 2.40448 3.00087 -0.10
O 8.27378 2.55827 4.29366 -0.02
C 6.38315 2.14749 2.09671 0.00
C 7.83444 0.09941 2.66158 -0.02
C 8.37088 4.90873 2.61409 -0.02
H 11.36843 3.42101 3.42285 0.08
H 10.30017 4.08557 4.57205 0.08
H 10.82380 5.04989 3.22813 0.08
H 10.16558 4.44096 0.72176 0.12
H 10.79736 2.85270 1.26419 0.12
H 9.29120 2.72937 -0.76034 0.11
H 8.00608 3.49446 0.04782 0.09
H 9.17394 0.67275 0.72290 0.12
H 7.64861 1.00915 0.18428 0.12
H 6.11892 2.78895 2.93744 0.07
H 6.40313 2.85016 1.26365 0.05
H 5.59910 1.39037 2.10888 0.06
H 7.02415 -0.40427 2.13447 0.06
H 8.78193 -0.43180 2.57102 0.08
H 7.57421 0.08833 3.72000 0.07
H 8.93145 5.78149 2.27918 0.08
H 8.08791 5.16302 3.63554 0.08
H 7.46573 4.67546 2.05340 0.06
H 8.90536 2.07728 4.83345 0.10
C -3.65020 -1.34721 4.19852 -0.07
C -4.95296 -0.82777 4.73485 -0.48
C -5.39386 -1.94321 5.71467 -0.15
C -6.41888 -1.48850 6.71442 -0.19
C -5.79883 -0.25965 7.41440 -0.11
C -5.48521 0.94800 6.42700 -0.53
N -4.55406 0.44983 5.40423 -0.09
O -4.07711 1.43911 4.51427 -0.02
C -6.74748 1.50426 5.87948 -0.04
C -4.81131 1.96880 7.28134 -0.05
C -5.96315 -0.63008 3.58553 -0.02
H -2.89749 -1.34151 4.98686 0.08
H -3.27169 -0.75568 3.36489 0.08
H -3.74589 -2.39030 3.89700 0.08
H -5.78933 -2.81431 5.19229 0.12
H -4.55311 -2.34318 6.28149 0.12
H -6.76897 -2.24419 7.41759 0.11
H -7.33008 -1.16693 6.21004 0.10
H -4.90391 -0.51301 7.98276 0.12
H -6.54214 0.01361 8.16334 0.11
H -6.57014 2.36243 5.23124 0.08
H -7.41443 0.85138 5.31642 0.07
H -7.38725 1.93445 6.65001 0.09
H -3.85497 1.59665 7.64879 0.08
H -4.55199 2.87711 6.73743 0.08
H -5.46358 2.21757 8.11845 0.09
H -5.72501 -1.25971 2.72824 0.07
H -5.88092 0.37717 3.17714 0.06
H -7.00132 -0.71239 3.90730 0.07
H -3.19311 1.55798 4.86927 0.04
C -5.11072 3.91344 2.51938 -0.04
C -4.58429 4.84905 1.41910 -0.53
C -3.09642 4.70068 1.46537 -0.15
C -2.35472 5.36436 0.29595 -0.16
C -2.93880 4.83460 -1.02692 -0.13
C -4.50248 5.02240 -1.18951 -0.43
N -5.09111 4.59335 0.10179 -0.07
O -6.47736 4.16299 0.00790 -0.01
C -4.81293 6.54095 -1.50895 -0.01
C -4.89784 4.06420 -2.36952 -0.03
C -4.96094 6.27558 1.92009 -0.02
H -6.18458 4.03523 2.66113 0.09
H -4.76375 4.21084 3.50896 0.08
H -4.88050 2.87283 2.29084 0.06
H -2.59053 5.03926 2.36955 0.12
H -2.94749 3.62344 1.39141 0.10
H -1.30796 5.06050 0.28815 0.10
H -2.47261 6.44105 0.41820 0.10
H -2.67127 3.78329 -1.13307 0.09
H -2.48590 5.39133 -1.84730 0.11
H -4.23403 7.16251 -0.82584 0.06
H -4.58351 6.80381 -2.54161 0.07
H -5.86996 6.76289 -1.36219 0.08
H -4.59858 4.38608 -3.36699 0.08
H -4.71702 3.00958 -2.16173 0.06
H -5.98517 4.11350 -2.42770 0.07
H -6.02885 6.48704 1.86591 0.09
H -4.47475 7.00408 1.27124 0.06
H -4.65755 6.43918 2.95416 0.08
H -6.36167 3.21026 0.03109 0.03
C 1.43456 -4.91870 3.62912 -0.03
C 1.23928 -3.63991 4.49382 -0.49
C 1.97930 -3.84802 5.75990 -0.13
C 2.08250 -2.56310 6.63404 -0.17
C 2.74488 -1.43366 5.91094 -0.13
C 2.10890 -1.26147 4.45793 -0.46
N 1.87689 -2.52680 3.78521 -0.12
O 1.42419 -2.32274 2.50975 -0.02
C 0.87580 -0.45920 4.64540 -0.05
C 3.19541 -0.46417 3.59886 0.00
C -0.31837 -3.54997 4.73324 0.00
H 2.50378 -4.96969 3.42352 0.08
H 0.92273 -4.87127 2.66794 0.05
H 1.00636 -5.82832 4.05022 0.09
H 1.33575 -4.51389 6.33484 0.12
H 2.90585 -4.41282 5.65672 0.13
H 2.68253 -2.73293 7.52803 0.11
H 1.12945 -2.19366 7.01259 0.11
H 3.80955 -1.57136 5.72218 0.11
H 2.63987 -0.59226 6.59586 0.12
H 0.24035 -0.74135 5.48487 0.08
H 1.14620 0.59437 4.71600 0.08
H 0.13607 -0.53008 3.84800 0.08
H 2.81964 -0.18757 2.61378 0.05
H 3.54239 0.40776 4.15334 0.09
H 4.03723 -1.14089 3.45217 0.08
H -0.60275 -2.61333 5.21275 0.06
H -0.68625 -4.30067 5.43268 0.09
H -0.87783 -3.62849 3.80108 0.05
H 0.63649 -1.78907 2.63757 0.08
C -3.23642 -1.77957 -3.85350 -0.02
C -3.96844 -2.48559 -5.01261 -0.48
C -5.37724 -3.04885 -4.54072 -0.12
C -6.48784 -2.02438 -4.41290 -0.20
C -6.68610 -1.23593 -5.74120 -0.09
C -5.25680 -0.62621 -6.30337 -0.40
N -4.16338 -1.63442 -6.17797 -0.12
O -2.96028 -1.02897 -6.57974 -0.03
C -5.40549 -0.32368 -7.82999 -0.04
C -4.95404 0.74725 -5.56273 -0.02
C -3.20164 -3.74216 -5.45782 -0.03
H -2.93034 -2.49580 -3.09099 0.07
H -3.82622 -0.96746 -3.42837 0.07
H -2.35697 -1.30948 -4.29358 0.08
H -5.73554 -3.93788 -5.05971 0.12
H -5.21589 -3.40472 -3.52316 0.11
H -6.23675 -1.28772 -3.64975 0.09
H -7.42882 -2.48140 -4.10661 0.11
H -7.42753 -0.46486 -5.53180 0.10
H -7.16553 -1.84823 -6.50497 0.10
H -4.67513 0.44114 -8.09404 0.06
H -5.12252 -1.17436 -8.44996 0.08
H -6.37284 0.01228 -8.20346 0.08
H -4.09657 1.20087 -6.05980 0.03
H -5.87669 1.32702 -5.58830 0.08
H -4.60724 0.75387 -4.52939 0.06
H -3.09071 -4.48741 -4.67017 0.06
H -2.19733 -3.55944 -5.84001 0.06
H -3.65699 -4.23497 -6.31684 0.09
H -2.63829 -1.56970 -7.30469 0.11
C 1.19282 -6.39165 -2.29489 -0.03
C 1.87204 -6.72785 -0.98250 -0.48
C 1.84675 -8.27881 -0.92520 -0.15
C 2.88773 -9.07755 -1.69516 -0.17
C 4.25898 -8.46993 -1.33195 -0.14
C 4.39581 -6.95523 -1.49136 -0.49
N 3.28342 -6.21258 -0.88941 -0.09
O 3.38190 -4.82808 -1.06465 -0.04
C 5.71920 -6.56658 -0.80045 -0.04
C 4.52665 -6.61946 -3.01594 -0.02
C 1.15957 -6.22830 0.24436 -0.04
H 0.11400 -6.46691 -2.15854 0.07
H 1.45580 -7.07201 -3.10486 0.06
H 1.38487 -5.34743 -2.54153 0.07
H 1.89776 -8.65369 0.09703 0.11
H 0.92544 -8.68305 -1.34458 0.12
H 2.58976 -9.02394 -2.74227 0.10
H 2.85821 -10.12847 -1.40742 0.11
H 4.93271 -8.87988 -2.08435 0.11
H 4.55089 -8.82438 -0.34338 0.12
H 6.01853 -5.55184 -1.06276 0.05
H 5.71097 -6.58760 0.28932 0.08
H 6.59084 -7.18383 -1.01806 0.08
H 5.45758 -7.01468 -3.42248 0.08
H 3.59862 -6.80336 -3.55729 0.06
H 4.78241 -5.56086 -3.06111 0.07
H 1.11479 -5.13985 0.28160 0.08
H 1.65249 -6.71483 1.08604 0.09
H 0.13673 -6.60164 0.29437 0.08
H 3.41515 -4.49337 -0.16550 0.03
C 2.41681 6.51344 0.07446 -0.01
C 2.33773 6.42150 -1.47289 -0.49
C 2.82162 7.70346 -2.21040 -0.15
C 4.32223 7.81584 -2.23573 -0.21
C 4.87943 6.61250 -2.90915 -0.15
C 4.44700 5.28443 -2.24103 -0.46
N 2.95661 5.26645 -2.04931 -0.08
O 2.37287 4.05670 -1.60748 -0.03
C 4.84354 4.18253 -3.21607 -0.05
C 5.34512 5.03603 -1.01481 -0.03
C 0.83078 6.47516 -1.89252 -0.04
H 2.09019 5.59953 0.57064 0.06
H 1.80676 7.33437 0.45130 0.08
H 3.45993 6.52851 0.39032 0.06
H 2.55097 7.68979 -3.26618 0.12
H 2.30285 8.56412 -1.78821 0.12
H 4.69100 7.98875 -1.22469 0.11
H 4.69232 8.67588 -2.79382 0.11
H 5.96479 6.68567 -2.97795 0.13
H 4.46555 6.64680 -3.91692 0.12
H 4.62285 3.17459 -2.86470 0.06
H 4.32105 4.24161 -4.17085 0.08
H 5.91671 4.15555 -3.40492 0.09
H 6.40188 4.87236 -1.22594 0.08
H 5.30846 5.96770 -0.45024 0.06
H 5.01524 4.24172 -0.34521 0.07
H 0.35537 5.52963 -1.63164 0.05
H 0.71384 6.57851 -2.97128 0.08
H 0.19892 7.23122 -1.42644 0.08
H 1.83631 3.76291 -2.34734 0.02
C 2.18776 1.72536 -4.60421 -0.06
C 1.06078 2.72735 -4.77492 -0.40
C 0.01824 2.26447 -5.82231 -0.17
O -0.88553 3.34737 -6.12389 -0.19
C -2.16684 2.97532 -6.62522 -0.10
N 0.50799 2.91131 -3.42215 0.05
H 2.93908 2.16200 -3.94622 0.05
H 2.79931 1.56770 -5.49260 0.08
H 1.92466 0.71536 -4.28991 0.07
H 1.45957 3.71004 -5.02668 0.14
H -0.45802 1.34989 -5.46901 0.13
H 0.63284 2.14372 -6.71438 0.12
H -2.60860 3.81869 -7.15595 0.09
H -2.78038 2.81765 -5.73820 0.07
H -2.19110 2.15028 -7.33715 0.08
H -0.06571 2.11757 -3.17531 0.04
H -0.20826 3.62002 -3.49173 0.08
C 6.01408 -2.94304 -0.08740 -0.04
C 4.97747 -2.28128 0.87715 -0.38
C 4.19983 -1.10425 0.24479 -0.21
O 4.84693 0.12230 0.08147 -0.19
C 4.04257 1.15223 -0.45679 -0.09
N 3.94808 -3.25269 1.16051 0.05
H 6.46916 -3.83844 0.33598 0.06
H 6.88655 -2.36379 -0.38964 0.07
H 5.58962 -3.21489 -1.05386 0.07
H 5.38638 -2.00278 1.84841 0.11
H 3.25305 -0.93784 0.75862 0.09
H 4.06755 -1.49214 -0.76523 0.12
H 3.50463 0.86454 -1.36010 0.09
H 4.67833 1.98528 -0.75669 0.07
H 3.38569 1.59827 0.28996 0.08
H 3.15202 -2.83597 1.62172 0.05
H 4.42183 -4.00166 1.64496 0.10
C 2.84028 -3.38233 -4.86413 -0.07
C 2.28733 -4.44250 -5.82781 -0.45
C 0.78690 -4.65549 -5.61370 -0.21
O 0.39601 -5.70126 -6.47869 -0.19
C 0.80300 -7.02349 -5.95754 -0.06
N 2.63346 -3.92067 -7.13936 0.06
H 3.90146 -3.19299 -5.02580 0.08
H 2.74982 -3.75613 -3.84424 0.05
H 2.22859 -2.48039 -4.88503 0.07
H 2.86721 -5.27678 -5.43307 0.11
H 0.27395 -3.79797 -6.04919 0.12
H 0.49343 -4.68857 -4.56446 0.11
H 0.01778 -7.32639 -5.26488 0.08
H 1.79551 -7.04912 -5.50769 0.06
H 0.75679 -7.79330 -6.72782 0.08
H 2.00567 -4.46639 -7.71222 0.06
H 3.52287 -4.25275 -7.48400 0.08
C -3.59632 -2.39810 0.17213 -0.07
C -2.86941 -3.46938 0.89783 -0.44
C -2.34403 -4.57778 -0.07754 -0.17
O -3.41037 -5.12047 -0.87449 -0.16
C -2.85010 -5.87944 -1.92570 -0.12
N -1.77113 -2.79237 1.51120 0.08
H -4.54051 -2.71588 -0.27014 0.08
H -2.95003 -2.10829 -0.65638 0.08
H -3.82667 -1.69211 0.97002 0.06
H -3.54545 -3.91624 1.62678 0.14
H -1.87003 -5.36586 0.50758 0.11
H -1.58339 -4.04712 -0.65017 0.10
H -2.08115 -6.62825 -1.73568 0.07
H -2.45011 -5.18981 -2.66902 0.07
H -3.65548 -6.43847 -2.40208 0.09
H -1.27297 -3.34997 2.19018 0.03
H -1.10587 -2.55774 0.78836 0.05
C -7.70818 -1.26530 -1.04706 -0.04
C -8.12696 -0.13225 -0.12992 -0.48
C -7.71919 1.23974 -0.63401 -0.15
O -6.28605 1.30360 -0.91135 -0.20
C -5.34216 1.05002 0.13009 -0.09
N -9.51677 -0.28215 0.08524 0.04
H -6.62144 -1.33808 -1.08937 0.06
H -8.11302 -1.19596 -2.05672 0.07
H -8.15426 -2.17943 -0.65531 0.08
H -7.60060 -0.22887 0.81966 0.12
H -8.05798 2.02873 0.03741 0.12
H -8.28548 1.45628 -1.53985 0.13
H -5.73172 1.29832 1.11736 0.07
H -4.43889 1.65432 0.04636 0.07
H -4.99076 0.01840 0.11013 0.07
H -9.85094 -1.14831 0.48297 0.08
H -9.88441 0.38710 0.74634 0.08
C -1.32156 0.79799 0.69628 -0.04
C -0.48012 1.07739 -0.52051 -0.41
C 0.66249 -0.03026 -0.60706 -0.16
O 0.05291 -1.28950 -0.65403 -0.20
C 0.89788 -2.22815 -1.27468 -0.09
N -1.25509 1.08842 -1.69674 0.06
H -2.00001 -0.03165 0.49754 0.06
H -1.98973 1.64249 0.86502 0.06
H -0.81800 0.63721 1.64952 0.07
H -0.00951 2.06019 -0.49358 0.13
H 1.33613 0.01998 0.24839 0.10
H 1.17940 0.08568 -1.55967 0.11
H 1.89269 -2.45914 -0.89378 0.07
H 0.98714 -1.93818 -2.32160 0.09
H 0.52742 -3.25299 -1.25067 0.07
H -1.68133 0.18207 -1.82693 0.07
H -2.04380 1.70111 -1.54626 0.06
C -1.34615 4.05695 6.60645 -0.04
C -1.18987 3.14548 5.34727 -0.42
C 0.12627 3.38702 4.62689 -0.19
O 0.01498 2.75473 3.33013 -0.21
C 1.19576 2.86951 2.54213 -0.09
N -1.33236 1.77626 5.81733 0.06
H -2.08865 3.78740 7.35754 0.07
H -1.60163 5.05338 6.24594 0.08
H -0.42757 4.14729 7.18622 0.08
H -1.98674 3.30220 4.62027 0.12
H 0.97965 3.04229 5.21085 0.12
H 0.26909 4.44678 4.41568 0.13
H 2.04304 3.26181 3.10456 0.09
H 1.06231 3.50804 1.66889 0.08
H 1.52086 1.85706 2.30264 0.06
H -0.82473 1.82262 6.68926 0.08
H -0.84962 1.25124 5.10219 0.04